# 1
Here is a cluster of 16 separate species, C84H196F18N10O32 in total from the OMol25 dataset. Energies are from wB97M-V/def2-TZVPD.

The geometry in XYZ format:
```
340
Properties=species:S:1:pos:R:3:mulliken_charge:R:1
C -2.84574 -2.08446 -5.43720 1.4073
O -2.14395 -2.50204 -6.63023 0.5039
O -4.11778 -1.57545 -5.71039 -1.1981
C -2.80079 -3.05679 -4.20674 -0.1321
F -1.58887 -3.66936 -4.21304 -0.1681
F -2.88204 -2.47720 -3.02535 0.0334
F -3.67853 -4.07183 -4.17424 -0.3377
C -2.59057 -3.68630 -7.22377 0.1525
C -1.49462 -3.86442 -8.34494 -0.9109
H -1.28980 -2.91255 -8.83494 -0.0226
H -0.51680 -4.09630 -7.92280 0.1983
H -1.75815 -4.43101 -9.23804 0.4618
H -3.56076 -3.53907 -7.69828 -0.3029
H -2.61600 -4.57426 -6.59213 0.3950
H -2.19166 -1.26094 -5.15066 -0.8080
C 3.41455 1.62933 -4.45210 -1.0866
O 3.84810 2.99819 -4.40758 -0.4204
O 3.09579 1.16049 -3.18386 0.0622
C 2.60497 1.45302 -5.78417 0.2111
F 1.42342 1.99875 -5.69768 -0.2239
F 3.20998 1.84258 -6.91812 -0.4183
F 2.41592 0.18705 -6.00992 0.2813
C 5.09337 3.21216 -3.71136 0.3441
C 5.59989 4.67554 -3.78462 -1.4021
H 6.67301 4.70403 -3.97361 0.3902
H 5.11548 5.29245 -4.54150 0.3143
H 5.42035 5.21715 -2.85590 0.2019
H 5.92940 2.59188 -4.03446 0.3669
H 5.03926 3.05015 -2.63482 -0.1939
H 4.27021 0.99409 -4.68107 0.2600
C -1.29166 5.64856 3.62094 1.3822
O -2.12919 5.00084 2.66040 0.1299
O -0.27415 6.17368 2.82431 -1.1033
C -2.19964 6.65978 4.48379 0.3487
F -1.51573 7.48864 5.20648 -0.2607
F -2.98348 7.40813 3.70020 -0.2740
F -2.95229 6.07013 5.37937 -0.2843
C -3.11723 4.15134 3.03687 -0.7632
C -3.78765 3.67482 1.76711 -0.0140
H -3.95717 4.54731 1.13614 0.0332
H -3.13809 3.01396 1.19315 -0.4483
H -4.67799 3.11243 2.04838 0.4739
H -3.88798 4.65285 3.62213 0.4778
H -2.80083 3.32955 3.67925 0.0882
H -0.91864 4.88610 4.30477 -0.8402
C -6.55445 -0.66860 -1.20906 -0.1775
O -5.29822 -0.38606 -0.62262 0.5751
O -6.61774 -0.08604 -2.51757 -0.9392
C -6.99124 -2.12809 -0.96538 0.4208
F -7.37464 -2.39729 0.28049 -0.3105
F -8.11237 -2.42436 -1.72945 -0.3151
F -6.14141 -3.05672 -1.16689 -0.1955
C -5.18072 -0.10879 0.76664 -0.7293
C -3.69895 0.16767 1.09273 0.2067
H -3.12040 -0.72185 0.84346 -0.0159
H -3.31787 0.86975 0.35113 -0.5954
H -3.43260 0.55200 2.07734 0.4865
H -5.67617 -0.79388 1.45460 0.1097
H -5.73176 0.81165 0.95968 0.3874
H -7.30857 -0.17671 -0.59470 0.2474
C 4.28515 -2.00529 1.76241 -0.8406
O 3.02234 -2.69425 1.47935 0.2623
O 3.96052 -0.62854 1.45470 0.1863
C 5.00082 -2.42841 3.10246 0.1279
F 4.56384 -1.77145 4.17902 -0.0813
F 4.98196 -3.68190 3.36298 -0.3040
F 6.31592 -2.20298 3.02647 -0.3592
C 2.08165 -2.71971 2.55453 0.2145
C 0.82189 -3.49300 1.95515 -1.3665
H 0.59720 -2.94404 1.04069 0.0844
H 1.03302 -4.52257 1.66616 0.5264
H 0.03460 -3.68646 2.68374 0.3363
H 1.80581 -1.71010 2.85897 0.1061
H 2.39736 -3.36811 3.37185 0.2438
H 4.89602 -2.37550 0.93908 0.2971
C -1.27621 -0.87264 7.63004 -0.3524
O -1.26553 -2.25497 7.37460 -0.5337
O -0.09099 -0.35351 7.07427 -1.2053
C -2.66609 -0.12600 7.46830 0.2398
F -2.69302 1.05493 8.19246 -0.2806
F -2.93098 0.17694 6.16327 -0.1395
F -3.79100 -0.85360 7.73658 -0.2867
C -1.50184 -2.73921 6.09284 0.7963
C -1.47992 -4.25257 6.16754 -1.2642
H -0.60131 -4.56386 6.73256 0.2389
H -2.28946 -4.57610 6.82181 -0.1125
H -1.49256 -4.84183 5.25063 0.3650
H -0.71584 -2.34042 5.45154 0.0485
H -2.45867 -2.45756 5.65323 0.3636
H -1.20628 -0.98290 8.71219 0.2441
C 2.36571 -3.49850 -7.02310 -1.0772
O 3.54016 -2.73367 -7.21957 -0.0123
C 4.51172 -3.39315 -8.00553 -0.5895
C 5.39253 -2.36769 -8.68876 -0.8515
N 4.62239 -1.39102 -9.61836 -0.0835
H 5.31568 -0.76823 -10.00770 0.4001
H 4.26777 -1.86914 -10.43429 0.4722
C 3.52058 -0.53476 -8.98884 -0.2608
C 3.18514 0.53485 -9.96317 -0.7016
O 3.07766 0.07012 -11.28079 -0.4029
C 2.65047 1.04303 -12.23305 -0.7651
H 1.93511 -3.84640 -7.96206 0.5388
H 1.76135 -2.82378 -6.41679 0.0855
H 2.60631 -4.35488 -6.39315 0.4837
H 4.13413 -3.93106 -8.87512 0.4139
H 5.13911 -4.09739 -7.45916 0.4016
H 6.03330 -2.94324 -9.35679 0.5129
H 6.06376 -1.78271 -8.06000 0.3247
H 3.91481 -0.18296 -8.03547 0.3357
H 2.70975 -1.22667 -8.76098 -0.2094
H 3.97929 1.28133 -9.94917 0.6028
H 2.28384 1.00356 -9.56810 0.4667
H 1.59823 1.31607 -12.15338 0.2549
H 2.75124 0.53974 -13.19464 0.2905
H 3.18959 1.98790 -12.16482 0.3450
C -1.23084 -5.29869 -1.03421 -0.4858
O 0.02008 -5.72228 -1.50674 -0.4572
C 0.55130 -5.21178 -2.65005 0.8830
C 1.86172 -5.89900 -2.86213 -1.1888
N 2.76370 -5.96301 -1.56520 -0.1241
H 2.33271 -6.67852 -0.99740 0.4484
H 3.67543 -6.29817 -1.84179 0.4581
C 3.11487 -4.73038 -0.75415 -0.4573
C 3.90676 -3.69192 -1.58428 -0.0210
O 3.27191 -3.35393 -2.81033 -0.0152
C 3.97108 -2.42023 -3.55486 -0.4501
H -1.97077 -5.56770 -1.78802 0.4279
H -1.28733 -4.21712 -0.91126 0.0064
H -1.36580 -5.84565 -0.10109 0.2430
H 0.70658 -4.15083 -2.45413 -0.6048
H -0.12693 -5.26495 -3.50167 0.6577
H 2.41973 -5.41366 -3.66286 0.2142
H 1.70422 -6.92945 -3.18066 0.5502
H 3.82039 -5.09384 -0.00700 0.5654
H 2.16852 -4.48329 -0.27304 -0.3120
H 4.90248 -4.11085 -1.72966 0.6161
H 3.88248 -2.77373 -0.99739 -0.4529
H 3.36247 -2.19337 -4.43021 -0.1948
H 4.75600 -3.01931 -4.01649 0.4466
H 4.36654 -1.54643 -3.03699 0.0126
C -0.10914 -0.24719 -8.09267 -0.4048
O -1.42153 -0.24439 -8.64130 -0.4606
C -2.18011 0.90211 -8.29791 0.0727
C -3.67306 0.75184 -8.81170 -0.9376
N -4.07879 -0.70443 -8.70269 0.5927
H -3.35585 -1.25401 -9.14475 0.3720
H -4.01866 -1.12797 -7.78776 -0.3691
C -5.46087 -0.88621 -9.32525 -0.6420
C -5.59780 -2.43255 -9.47568 -0.7490
O -4.46364 -3.03206 -10.08329 -0.2266
C -4.38352 -2.87928 -11.49507 -0.7532
H -0.30499 -0.38170 -7.02888 0.2224
H 0.46064 0.63310 -8.39021 0.3121
H 0.52345 -1.02107 -8.52747 -0.0396
H -1.69920 1.84029 -8.57475 0.6810
H -2.29703 1.04182 -7.22324 -0.2636
H -3.80307 0.91458 -9.88161 0.4141
H -4.50345 1.27518 -8.33771 0.4413
H -5.54688 -0.42789 -10.31046 0.3987
H -6.14728 -0.40534 -8.62834 0.4868
H -6.56643 -2.65523 -9.92319 0.5530
H -5.70891 -2.82036 -8.46308 0.2860
H -4.05414 -1.86025 -11.69801 0.2813
H -5.39598 -2.94848 -11.89286 0.3331
H -3.71644 -3.59683 -11.97280 0.2408
C 2.97985 4.69478 -1.21482 -1.4210
O 1.67123 4.85872 -0.69191 -0.2275
C 0.69026 4.89565 -1.65761 -0.7317
C -0.71033 5.02860 -0.92240 1.8888
N -0.81325 6.37570 -0.11700 0.2590
H -0.67985 6.27156 0.87872 -0.3042
H -0.08079 7.03966 -0.32380 0.5097
C -2.17878 6.98920 -0.28481 -0.1544
C -2.47106 7.46933 -1.68795 -0.5832
O -3.33203 6.45093 -2.27362 -0.1074
C -3.90349 6.72639 -3.58113 -0.8914
H 3.21246 3.82843 -1.83403 0.5138
H 3.63251 4.70265 -0.34185 0.3404
H 3.22698 5.62225 -1.73137 0.4629
H 0.68611 3.88002 -2.05332 -0.0711
H 0.65616 5.59892 -2.48968 0.8853
H -0.93267 4.26434 -0.17770 -0.4906
H -1.45073 5.01567 -1.72223 -0.8628
H -2.23993 7.81635 0.42243 0.5920
H -2.86676 6.19939 0.01684 -0.2027
H -1.58292 7.82107 -2.21289 0.2869
H -3.12240 8.34312 -1.66938 0.5426
H -4.73689 6.04796 -3.76358 0.1681
H -3.15506 6.69335 -4.37287 0.3068
H -4.42740 7.67953 -3.50936 0.4230
C -3.27133 -7.10243 8.61673 -0.9093
O -3.82303 -6.03676 7.80045 -0.2623
C -4.91903 -5.34896 8.41373 -0.8688
C -5.17266 -4.07764 7.69124 -0.2018
N -5.22564 -4.23934 6.16542 -0.0811
H -4.30791 -4.49050 5.82660 0.2302
H -5.80430 -5.04569 5.97818 0.3864
C -5.84184 -3.10685 5.31654 -0.7352
C -5.50653 -3.47739 3.79330 -0.2715
O -4.13993 -3.84448 3.61673 -0.2268
C -3.88048 -4.21725 2.27440 -0.6268
H -3.11322 -6.80016 9.65198 0.3839
H -2.25266 -7.35647 8.32370 0.2714
H -3.90609 -7.98528 8.54081 0.3132
H -4.73054 -5.03406 9.44009 0.4196
H -5.73427 -6.06843 8.49022 0.4967
H -4.29843 -3.44962 7.86274 0.0959
H -6.18568 -3.73409 7.90072 0.5126
H -5.33611 -2.20392 5.65867 0.2396
H -6.90914 -3.00883 5.51494 0.5005
H -5.67823 -2.59242 3.18056 0.0496
H -6.19636 -4.21456 3.38241 0.5420
H -4.63596 -4.87996 1.85229 0.4003
H -2.92526 -4.73856 2.21217 0.1514
H -3.77166 -3.31994 1.66522 0.1637
C 2.64226 4.45007 2.61676 -0.7106
O 3.84534 3.71716 2.50269 -0.3146
C 3.94775 2.75868 3.54552 0.7754
C 5.37076 2.21974 3.60301 -0.9949
N 5.71387 1.70292 2.18105 0.6858
H 5.12054 0.93098 1.91241 -0.5411
H 5.37863 2.40971 1.54217 0.4151
C 7.19708 1.31009 1.91181 -0.6278
C 7.19187 0.51386 0.60161 -0.2747
O 6.67037 1.24986 -0.52193 -0.3952
C 6.30419 0.55672 -1.58600 -0.7797
H 2.56900 5.18085 1.81134 0.0628
H 2.53236 5.05637 3.51588 0.5847
H 1.71659 3.87530 2.58705 0.1359
H 3.26124 1.93255 3.36029 -0.4598
H 3.68488 3.01690 4.57135 0.0965
H 5.43576 1.40960 4.32933 0.2971
H 6.08595 3.03235 3.73056 0.5336
H 7.60547 0.73412 2.74222 0.3636
H 7.66973 2.29092 1.86003 0.4578
H 6.62894 -0.40851 0.74459 -0.0003
H 8.18794 0.20033 0.28914 0.5278
H 6.46680 1.05139 -2.54358 0.4178
H 5.22864 0.38037 -1.57266 -0.0157
H 6.88214 -0.36511 -1.65162 0.5038
C 6.35028 -2.11139 10.59630 -0.8123
O 5.16944 -2.20517 9.67832 -0.2764
C 3.96060 -1.69841 10.27095 -0.4445
C 2.65339 -1.86666 9.50936 -0.6168
N 2.66292 -1.21706 8.13387 1.3281
H 1.72803 -1.11476 7.76562 -0.7110
H 3.05053 -0.28745 8.20932 0.2741
C 3.49756 -1.87935 7.05139 -0.8745
C 2.78841 -3.24413 6.63392 0.4903
O 3.09526 -4.45561 7.35888 -0.4364
C 2.78162 -5.58555 6.58155 -0.6378
H 6.63249 -1.06784 10.73586 0.3206
H 7.13248 -2.70851 10.12757 0.2748
H 6.28522 -2.69686 11.51341 0.3256
H 4.08659 -0.63617 10.48042 0.0251
H 3.85065 -2.14833 11.25765 0.4907
H 1.87863 -1.32302 10.05003 0.4349
H 2.41469 -2.92714 9.42871 0.5140
H 4.53468 -2.05636 7.33626 0.4738
H 3.51754 -1.21189 6.18988 0.4207
H 3.15877 -3.42145 5.62422 -0.1009
H 1.71929 -3.06967 6.51289 0.0038
H 1.70526 -5.75512 6.55329 0.1566
H 3.07082 -6.53406 7.03409 0.3753
H 2.95438 -5.53345 5.50659 0.2747
C 0.39447 -0.81635 -3.54429 1.7383
O -0.19603 0.03062 -2.53980 0.6475
C -0.27806 -0.54080 -1.27690 -0.2099
C 1.08276 -0.75267 -0.57072 0.3842
N 1.96957 0.51389 -0.49056 1.9318
H 2.85231 0.16825 -0.14211 -0.5744
H 2.29815 0.72742 -1.42144 -0.3497
C 1.36278 1.81039 0.16794 0.4346
C 0.72027 1.68239 1.57282 0.8022
O -0.22651 0.66840 1.71604 0.3286
C -0.46841 0.19905 3.04789 -1.2370
H -0.18974 -1.72981 -3.65555 -0.6601
H 1.39696 -1.02724 -3.17195 -0.1566
H 0.41824 -0.34109 -4.52493 -1.3275
H -0.89536 -1.42812 -1.13654 -0.2259
H -0.85363 0.24931 -0.79467 -0.1341
H 1.64648 -1.50513 -1.12220 0.6515
H 0.95907 -1.03530 0.47471 -0.7069
H 0.71182 2.23342 -0.59717 -0.3300
H 2.21398 2.49064 0.13931 0.3288
H 0.28879 2.67453 1.70537 -0.3580
H 1.55790 1.43293 2.22417 -0.5069
H 0.36646 0.07094 3.73686 0.1387
H -0.88701 -0.80604 3.09948 0.5116
H -1.07005 0.95789 3.54818 0.1099
C 1.13336 6.60897 7.52517 -0.7958
O 0.54600 5.33549 7.11763 -0.3435
C 1.41375 4.54870 6.24366 -1.0387
C 0.91521 3.12025 6.09040 -0.1993
N 0.97500 2.31875 7.44565 1.5973
H 0.61237 1.39184 7.27406 -0.6984
H 1.95069 2.08648 7.56472 0.4897
C 0.38669 2.94795 8.78475 -0.3770
C 0.36209 1.86605 9.87374 -0.6594
O 1.58700 1.21755 10.07775 -0.0501
C 2.57425 2.00880 10.85494 -0.8683
H 0.36741 7.19698 8.03081 0.2441
H 1.47122 7.12768 6.62802 0.2844
H 2.00521 6.24137 8.06632 0.3824
H 2.36206 4.38793 6.75646 0.8209
H 1.60065 5.07726 5.30889 0.4625
H 1.50281 2.50715 5.40708 -0.1115
H -0.14351 3.23527 5.85805 0.4253
H -0.64790 3.14888 8.50661 0.4438
H 1.01296 3.78192 9.10160 0.2996
H -0.30113 1.11081 9.45200 -0.0689
H -0.06532 2.30635 10.77460 0.4802
H 2.94272 2.97531 10.51116 0.3182
H 3.51372 1.46236 10.93798 0.2184
H 2.18574 2.21490 11.85227 0.4078
C -1.42128 4.40649 -4.58961 -0.7090
O -1.97014 3.39122 -3.69600 0.6992
C -2.19935 2.12145 -4.24576 0.0706
C -3.00873 1.31297 -3.21243 -0.3367
N -4.35058 1.89749 -2.85342 0.6332
H -4.74551 2.16818 -3.74272 0.4805
H -4.99824 1.19520 -2.52565 -0.4921
C -4.40081 3.19694 -1.96638 1.2274
C -5.87928 3.46802 -1.66475 -1.0403
O -6.68249 3.31777 -2.90251 -0.3491
C -8.08891 3.58916 -2.68598 -0.7598
H -2.09709 4.41080 -5.44481 0.4685
H -0.36498 4.19293 -4.75306 -0.1290
H -1.36203 5.41171 -4.17233 0.0217
H -1.21367 1.75065 -4.52691 -0.4197
H -2.79073 2.19963 -5.15804 0.6333
H -2.46972 1.30824 -2.26504 -0.9379
H -3.22422 0.26669 -3.42915 0.4904
H -3.92373 4.01261 -2.50968 -0.2403
H -3.97111 2.86855 -1.02001 -0.5100
H -6.16114 4.41747 -1.20956 0.7937
H -6.19056 2.73383 -0.92167 0.3499
H -8.24435 4.54931 -2.19398 0.3246
H -8.48708 2.83559 -2.00651 0.2605
H -8.56588 3.58646 -3.66608 0.2573
```

For the LUMO energy, the calculation gives -6.7 eV. The HOMO energy is -11.5081 eV. As for the net charge: +4.

---

# 2
Here is a cluster of 7 separate species, H14O7 in total from the OMol25 dataset. Energies are from wB97M-V/def2-TZVPD.

The geometry in XYZ format:
```
21
Properties=species:S:1:pos:R:3:nbo_charge:R:1
O -14.86608 -17.53546 23.98877 -0.9293
H -14.92908 -18.21631 23.31892 0.4911
H -14.07122 -17.75140 24.47643 0.4913
O -15.29471 -20.73503 25.31921 -0.3664
H -14.43547 -20.36574 25.11534 0.5022
H -15.66000 -20.97697 24.46818 0.5035
O -16.19945 -21.19724 22.77731 -0.9436
H -15.54162 -20.56350 22.49119 0.4903
H -17.02125 -20.87304 22.40884 0.5004
O -13.97417 -14.30075 22.84070 -0.9239
H -14.25956 -14.34507 23.75329 0.4661
H -14.34343 -15.08536 22.43540 0.4600
O -17.33407 -16.92815 24.98616 -0.7452
H -16.39156 -16.93678 24.81930 0.4925
H -17.72148 -17.30003 24.19378 0.4686
O -13.85297 -19.50944 21.73132 -0.9838
H -12.89588 -19.49573 21.73469 0.4985
H -14.09695 -19.03684 20.93549 0.4956
O -12.71078 -19.85414 24.95351 -0.9812
H -11.99683 -20.38003 24.59303 0.5086
H -12.28516 -19.26915 25.58030 0.5047
```

For the LUMO energy (alpha / beta), the calculation gives -3.7 / -10.8 eV. The HOMO energy (alpha / beta) is -14.0076 / -13.9919 eV. As for the expectation value of S²: 0.755. As for the net charge: +1. The calculation puts the energy relative to the best compared isomer or geometry (same formula, charge and spin) at 78.3 kJ/mol. As for the spin multiplicity: 2.